The following is a DFT calculation (wB97M-V/def2-TZVPD) of a structure of composition C31H38AlBr3ClF12MgNO10S at a distorted geometry.

Each line ends with the Löwdin charge.
Geometry (Å):
C1 1.092 0.961 -4.891  -0.134
C2 0.920 0.990 -3.408  -0.382
O1 0.239 -0.238 -3.059  -0.102
C3 2.232 1.053 -2.630  -0.163
O2 2.921 2.266 -2.651  -0.025
C4 2.368 3.208 -1.785  -0.281
C5 2.452 3.003 -0.282  -0.096
C6 1.595 4.216 0.138  -0.188
N1 2.109 5.290 -0.754  0.069
C7 2.850 4.661 -1.840  -0.450
O3 3.618 5.156 -2.504  0.224
H1 1.441 1.904 -5.285  0.096
H2 1.758 0.149 -5.217  0.045
H3 0.071 0.792 -5.343  -0.014
H4 0.235 1.793 -3.154  0.144
H5 0.851 -0.751 -2.515  0.096
H6 2.013 0.762 -1.597  0.129
H7 2.876 0.269 -3.027  0.147
H8 1.285 3.304 -1.979  0.149
H9 2.183 2.036 0.122  0.116
H10 3.483 3.219 0.010  0.135
H11 0.595 3.848 -0.105  0.065
H12 1.594 4.442 1.194  0.110
H13 1.257 5.541 -1.262  0.123
Mg1 0.009 -1.275 -5.820  0.854
C8 0.204 3.297 -7.607  -0.122
O4 -0.354 3.015 -6.323  -0.183
H14 0.955 2.541 -7.830  0.075
H15 -0.573 3.267 -8.374  0.082
H16 0.677 4.281 -7.606  0.088
H17 -1.017 3.695 -6.139  0.015
C9 -2.740 3.987 0.785  -1.610
Br1 -2.579 5.658 -0.158  0.595
Br2 -2.174 2.495 -0.298  0.592
Br3 -1.810 4.038 2.474  0.599
H18 -3.789 3.841 0.998  -0.024
C10 -0.945 0.345 5.162  -0.048
C11 -1.379 -0.337 3.858  -0.438
C12 -2.688 0.140 3.242  -0.301
F1 -3.741 -0.065 4.059  0.098
F2 -2.922 -0.563 2.099  0.071
F3 -1.411 -1.671 4.024  0.136
F4 -0.400 -0.090 2.933  0.091
O5 -1.250 -0.347 6.351  0.061
C13 -2.505 -0.190 6.897  -0.531
C14 -3.283 -1.505 6.899  -0.271
F5 -3.424 -1.968 5.640  0.099
F6 -4.522 -1.296 7.405  0.097
F7 -3.183 0.797 6.270  0.132
F8 -2.328 0.205 8.175  0.152
H19 0.143 0.372 5.138  0.154
H20 -1.260 1.389 5.203  0.142
H21 -2.632 1.195 2.972  0.117
H22 -2.769 -2.258 7.499  0.183
O6 -3.353 4.022 -3.316  -0.302
S1 -3.292 4.103 -4.740  0.580
O7 -2.251 4.845 -5.391  -0.276
O8 -4.696 4.590 -5.292  -0.250
C15 -5.257 5.804 -4.747  -0.239
C16 -4.603 7.044 -5.323  -0.068
C17 -3.339 2.480 -5.421  -0.110
H23 -5.194 5.791 -3.658  0.116
H24 -6.312 5.789 -5.010  0.125
H25 -3.567 7.133 -4.997  0.072
H26 -5.138 7.938 -5.000  0.085
H27 -4.599 7.006 -6.413  0.087
H28 -4.159 1.932 -4.963  0.083
H29 -2.389 2.002 -5.190  0.055
H30 -3.471 2.554 -6.497  0.085
C18 -0.437 -3.578 0.902  -0.036
C19 -0.097 -4.385 -0.174  -0.083
C20 1.046 -5.165 -0.102  -0.080
C21 1.856 -5.161 1.032  -0.054
C22 1.519 -4.331 2.090  -0.038
C23 0.366 -3.549 2.030  0.039
C24 2.401 -4.255 3.298  -0.270
O9 2.097 -3.530 4.213  0.146
C25 3.629 -5.080 3.326  -0.103
C26 4.473 -4.991 4.416  0.005
C27 5.614 -5.770 4.475  -0.037
C28 5.914 -6.646 3.437  -0.048
C29 5.078 -6.735 2.339  0.003
C30 3.936 -5.949 2.275  -0.092
C31 3.060 -6.034 1.086  -0.266
O10 3.296 -6.786 0.162  0.107
H31 -1.329 -2.966 0.858  0.110
H32 -0.714 -4.404 -1.061  0.086
H33 1.349 -5.838 -0.991  -0.089
H34 0.100 -2.914 2.861  0.105
H35 4.240 -4.315 5.227  0.130
H36 6.270 -5.699 5.332  0.112
H37 6.804 -7.260 3.487  0.106
H38 5.311 -7.416 1.532  0.120
F9 2.204 -7.133 4.545  -0.165
Al1 1.380 -6.929 6.042  -0.128
F10 0.640 -8.397 6.486  -0.202
F11 0.191 -5.712 5.855  -0.206
F12 2.504 -6.452 7.237  -0.203
Cl1 0.575 -6.525 -2.362  0.275

Summary:
Frontier orbital gap in eV: 2.1504
E_HOMO in eV: -8.29
Lowest unoccupied orbital energy in eV: -6.144

***

The following is a DFT calculation (wB97M-V/def2-TZVPD) of a structure of composition C31H38BrN2O2P2S2Zn at a distorted geometry.

Each line ends with the Löwdin charge.
Geometry (Å):
Zn1 -18.064 -6.295 3.502  0.212
S1 -19.512 -4.768 2.254  0.737
C1 -20.217 -5.833 1.160  -0.617
N1 -21.148 -5.404 0.262  -0.100
C2 -21.611 -6.218 -0.820  -0.092
C3 -20.437 -7.124 -1.199  -0.065
N2 -20.121 -8.007 -0.055  -0.078
C4 -20.060 -9.479 -0.278  -0.103
C5 -21.324 -10.024 -0.804  -0.242
C6 -22.546 -9.711 -0.281  -0.070
C7 -23.735 -10.245 -0.769  -0.060
C8 -23.704 -11.096 -1.881  -0.075
C9 -22.492 -11.407 -2.437  -0.088
C10 -21.317 -10.935 -1.887  -0.024
C11 -19.986 -7.389 1.091  -0.709
S2 -19.898 -8.197 2.516  0.792
C12 -21.926 -4.125 0.408  -0.101
C13 -21.581 -3.193 -0.688  -0.268
C14 -22.594 -2.402 -1.262  -0.002
C15 -22.166 -1.425 -2.195  -0.053
C16 -20.822 -1.282 -2.535  -0.075
C17 -19.860 -2.094 -1.939  -0.061
C18 -20.277 -3.091 -1.063  -0.060
H1 -21.894 -5.552 -1.575  0.121
H2 -22.421 -6.936 -0.523  0.150
H3 -19.619 -6.602 -1.580  0.108
H4 -20.803 -7.804 -1.983  0.145
H5 -19.839 -9.909 0.715  0.096
H6 -19.219 -9.724 -0.938  0.120
H7 -22.662 -9.117 0.655  0.127
H8 -24.664 -9.896 -0.308  0.112
H9 -24.620 -11.541 -2.256  0.111
H10 -22.393 -12.047 -3.311  0.114
H11 -20.324 -11.111 -2.385  0.131
H12 -21.888 -3.683 1.389  0.112
H13 -22.970 -4.312 0.158  0.131
H14 -23.596 -2.409 -0.912  0.104
H15 -22.898 -0.774 -2.596  0.094
H16 -20.534 -0.462 -3.158  0.101
H17 -18.781 -1.971 -2.210  0.124
H18 -19.506 -3.583 -0.387  0.116
C19 -15.993 -2.931 3.959  -0.286
P1 -16.147 -4.710 3.978  0.830
C20 -14.595 -5.305 3.221  -0.229
C21 -15.945 -5.175 5.755  -0.399
C22 -16.146 -6.648 6.005  -0.400
P2 -17.883 -7.108 5.723  0.828
C23 -17.829 -8.914 5.884  -0.221
C24 -18.711 -6.536 7.217  -0.241
H19 -15.025 -2.557 4.395  0.070
H20 -16.834 -2.411 4.516  0.071
H21 -16.013 -2.606 2.908  0.048
H22 -13.833 -4.646 3.526  0.028
H23 -14.635 -5.260 2.103  0.070
H24 -14.487 -6.362 3.439  0.041
H25 -16.587 -4.546 6.357  0.077
H26 -14.949 -4.902 6.060  0.087
H27 -15.888 -7.061 6.986  0.102
H28 -15.548 -7.236 5.318  0.077
H29 -17.499 -9.145 6.853  0.036
H30 -17.219 -9.301 5.024  0.050
H31 -18.769 -9.399 5.727  0.042
H32 -18.149 -6.773 8.132  0.069
H33 -19.683 -6.993 7.290  0.048
H34 -18.792 -5.475 7.188  0.029
Br1 -16.172 -6.127 -2.420  0.704
C25 -16.464 -7.746 -1.413  -0.642
C26 -16.318 -9.044 -1.917  -0.113
C27 -16.517 -10.144 -1.113  -0.092
C28 -16.667 -10.006 0.236  -0.011
C29 -16.597 -8.710 0.795  -0.150
C30 -16.609 -7.627 -0.021  -0.102
C31 -16.591 -8.563 2.275  -0.632
O1 -16.420 -9.568 2.967  0.043
O2 -16.706 -7.387 2.736  -0.223
H35 -16.111 -9.139 -2.988  0.113
H36 -16.437 -11.144 -1.540  0.120
H37 -16.635 -10.825 0.928  0.121
H38 -16.660 -6.629 0.492  0.122

Summary:
Total charge: +1
Frontier orbital gap in eV: 7.6268
E_HOMO in eV: -11.08
Lowest unoccupied orbital energy in eV: -3.457

***

The following is a DFT calculation (wB97M-V/def2-TZVPD) of a structure of composition C31H38CdNO2 at a distorted geometry.

Each line ends with the Löwdin charge.
Geometry (Å):
O1 1.137 2.048 -4.222  -0.145
C1 -0.012 2.485 -5.047  -0.141
C2 0.855 3.245 -6.038  -0.073
H1 -0.679 3.198 -4.546  0.107
H2 -0.545 1.609 -5.443  0.123
C3 2.002 2.842 -5.083  -0.570
H3 0.655 4.327 -6.015  0.118
H4 0.833 2.742 -7.010  0.114
C4 2.497 4.029 -4.303  -0.022
H5 1.668 4.532 -3.795  0.096
H6 2.980 4.756 -4.966  0.091
H7 3.216 3.696 -3.551  0.089
C5 3.101 2.066 -5.775  -0.019
H8 2.744 1.178 -6.305  0.088
H9 3.863 1.777 -5.051  0.083
H10 3.581 2.700 -6.526  0.088
Cd1 1.135 -0.903 0.186  1.473
C6 1.171 -3.895 0.730  -0.172
C7 -0.041 -3.167 0.777  -0.212
C8 -0.266 -2.572 -0.508  -0.304
H11 -0.742 -3.131 1.611  0.069
C9 0.889 -2.888 -1.327  -0.267
C10 1.736 -3.733 -0.561  -0.199
H12 2.629 -4.257 -0.918  0.080
H13 1.530 -4.550 1.526  0.085
H14 -1.249 -2.236 -0.837  0.085
H15 0.970 -2.689 -2.396  0.074
C11 2.315 -0.552 3.209  -0.146
C12 3.456 -0.602 2.360  -0.170
C13 3.223 0.229 1.234  -0.252
H16 4.379 -1.126 2.607  0.081
C14 1.907 0.829 1.390  -0.332
C15 1.350 0.286 2.616  -0.199
H17 0.394 0.565 3.052  0.082
H18 2.242 -1.026 4.192  0.090
H19 3.945 0.496 0.456  0.070
H20 1.564 1.744 0.911  0.061
O2 -0.640 3.149 -2.311  -0.174
C16 0.231 2.126 -1.721  -0.190
C17 -0.077 0.781 -2.385  -0.188
H21 -0.031 2.071 -0.633  0.106
H22 1.265 2.489 -1.789  0.117
C18 -1.551 0.912 -2.819  -0.145
H23 0.044 -0.056 -1.691  0.020
H24 0.573 0.637 -3.244  0.092
C19 -1.873 2.413 -2.541  -0.196
H25 -2.129 0.270 -2.131  0.104
H26 -1.750 0.559 -3.844  0.099
H27 -2.466 2.390 -1.600  0.115
H28 -2.528 2.885 -3.297  0.115
C20 -5.227 -0.480 2.216  -0.164
C21 -4.196 0.063 1.436  -0.140
C22 -2.865 -0.256 1.698  -0.063
C23 -2.535 -1.124 2.780  -0.327
C24 -3.603 -1.665 3.550  -0.068
C25 -4.925 -1.325 3.286  -0.129
N1 -1.232 -1.463 3.015  0.017
C26 -0.812 -1.850 4.265  -0.327
C27 -1.345 -1.244 5.440  -0.069
C28 -0.837 -1.543 6.694  -0.128
C29 0.148 -2.530 6.827  -0.153
C30 0.608 -3.228 5.697  -0.131
C31 0.180 -2.859 4.430  -0.064
H29 -6.269 -0.257 1.983  0.074
H30 -4.432 0.732 0.610  0.079
H31 -2.052 0.165 1.105  0.074
H32 -3.364 -2.320 4.385  0.099
H33 -5.703 -1.750 3.915  0.087
H34 -2.201 -0.572 5.338  0.102
H35 -1.244 -1.004 7.553  0.089
H36 0.549 -2.747 7.814  0.073
H37 1.306 -4.064 5.810  0.089
H38 0.553 -3.352 3.527  0.082

Summary:
Total charge: -1
Frontier orbital gap in eV: 4.9329
E_HOMO in eV: -2.83
Lowest unoccupied orbital energy in eV: 2.105